Record 1
Entry from OMol25: a cluster of 2 separate species, C4H14NO3 in total (wB97M-V/def2-TZVPD).

The geometry in ORCA input format:
```
! wB97M-V def2-TZVPD RIJCOSX def2/J DEFGRID3
* xyz 1 1
C -0.0921 1.6949 -1.6068
O 0.3626 1.1003 -2.7930
C 0.5135 0.8773 -0.3461
C -0.5121 0.6964 0.7300
C -0.2598 -0.3723 1.8250
O 1.0985 -0.1287 2.2565
N 0.8639 -0.4742 -0.8431
H -1.1288 1.5502 -1.7279
H 0.2642 2.7550 -1.4804
H 1.1388 1.4740 -3.1332
H 1.4977 1.3605 -0.0295
H -1.5440 0.6591 0.2300
H -0.4734 1.6076 1.4493
H -0.0946 -1.4847 1.5611
H -1.0615 -0.3123 2.6815
H 1.1265 -0.6225 3.1026
H 0.1245 -1.0795 -0.5905
H 0.9807 -0.4704 -1.8803
H 1.6955 -0.9633 -0.5002
H -2.1527 -2.4481 -0.0942
H -1.0596 -3.0297 0.9366
O -1.2879 -2.3896 0.2525
*
```

Properties
F_max in eV/Å: 3.13
LUMO energy in Ha: -0.11231
Gap between HOMO and LUMO in Eh: 0.3924
Relative energy (zero: lowest compared OMol25 entry of this formula, charge and spin) in kJ/mol: 191.8

---

Record 2
Entry from OMol25: a cluster of 3 separate species, C4H14NO3 in total (wB97M-V/def2-TZVPD).

The geometry in ORCA input format:
```
! wB97M-V def2-TZVPD RIJCOSX def2/J DEFGRID3
* xyz 1 1
O -2.2972 -0.9385 0.8657
C -2.0172 0.2134 1.1435
C -0.9769 0.9522 0.2254
N 0.1817 0.1879 -0.3120
C -0.2839 -0.4117 -1.5974
C -0.4887 2.1061 1.0246
H -2.4838 0.7731 1.9982
H -1.6957 1.4079 -0.5337
H 0.9988 0.7195 -0.3787
H 0.4081 -0.7123 0.3278
H -0.3366 0.2576 -2.3818
H -1.2632 -1.0869 -1.5006
H 0.4290 -1.2383 -2.0032
H 0.1623 1.7208 1.9202
H -1.3297 2.7057 1.5084
H -0.0156 2.9148 0.4591
H 1.4529 -2.6088 1.7368
H -0.1594 -2.6247 1.5712
O 0.5737 -2.0095 1.4818
H 3.2175 -1.4236 -1.4372
H 2.8904 -0.4123 -2.5152
O 3.0339 -0.4923 -1.6028
*
```

Properties
F_max in eV/Å: 5.55
LUMO energy in Ha: -0.11553
Gap between HOMO and LUMO in Eh: 0.4033
Relative energy (zero: lowest compared OMol25 entry of this formula, charge and spin) in kJ/mol: 206.9

---

Record 3
Entry from OMol25: a cluster of 4 separate species, C4H14NO3 in total (wB97M-V/def2-TZVPD).

The geometry in ORCA input format:
```
! wB97M-V def2-TZVPD RIJCOSX def2/J DEFGRID3
* xyz 2 2
C -1.4706 -1.7544 -0.8377
C -1.2127 -1.0465 0.4383
C -1.6287 -1.4943 1.6806
C -0.7313 1.2506 0.8832
N -0.4234 0.1133 0.3257
H -0.4357 -2.0548 -1.2330
H -2.1714 -2.5761 -0.7173
H -1.7930 -1.0153 -1.5860
H -1.4331 -0.9489 2.6160
H -2.1933 -2.4053 1.8591
H 0.1051 1.9265 0.9682
H -1.6017 1.2222 1.5377
H 0.4519 0.0586 -0.2902
H -2.7928 2.9410 -0.6844
H -1.7333 2.7434 -1.8250
O -1.9496 2.5378 -0.9003
H 4.9267 0.8366 0.0926
H 4.9516 -0.5872 0.6128
O 4.3345 0.0847 0.2913
H 2.7238 0.2176 -0.4282
H 2.1752 -0.1507 -1.8452
O 1.9017 0.1012 -0.9583
*
```

Properties
F_max in eV/Å: 2.35
LUMO energy (spin up / spin down) in Ha: -0.35366 / -0.47654
Gap between HOMO and LUMO (spin up / spin down) in Eh: 0.3081 / 0.1851
Relative energy (zero: lowest compared OMol25 entry of this formula, charge and spin) in kJ/mol: 56.1

---

Record 4
Entry from OMol25: a cluster of 3 separate species, C4H14NO4 in total (wB97M-V/def2-TZVPD).

The geometry in ORCA input format:
```
! wB97M-V def2-TZVPD RIJCOSX def2/J DEFGRID3
* xyz 1 1
O -1.6838 1.5774 0.7837
C -0.5053 1.6918 0.8442
C 0.2740 0.3626 0.7807
C 0.5597 0.2541 -0.7032
C 1.4460 1.3317 -1.4313
O 0.6454 2.4828 -1.1582
N -0.5297 -0.8994 1.3431
H 0.0063 2.6530 0.8907
H 1.2303 0.3073 1.5234
H -0.3930 0.2226 -1.2892
H 0.8688 -0.7440 -0.9021
H 1.4885 1.0796 -2.4896
H 2.5079 1.4783 -1.0199
H 0.4837 3.0910 -1.9206
H -0.0500 -1.6480 0.7469
H -0.3224 -0.9141 2.2748
H -1.4550 -0.8013 1.2241
H -3.4736 -0.5766 -0.5197
H -3.7208 -2.0632 -0.0348
O -3.1322 -1.4453 -0.3220
H 2.2820 -2.1186 -0.1118
H 1.8120 -3.1428 0.8868
O 1.6611 -2.1790 0.6040
*
```

Properties
F_max in eV/Å: 6.79
LUMO energy in Ha: -0.10885
Gap between HOMO and LUMO in Eh: 0.3918
Relative energy (zero: lowest compared OMol25 entry of this formula, charge and spin) in kJ/mol: 263.6

---

Record 5
Entry from OMol25: a cluster of 4 separate species, C4H14NO5 in total (wB97M-V/def2-TZVPD).

The geometry in ORCA input format:
```
! wB97M-V def2-TZVPD RIJCOSX def2/J DEFGRID3
* xyz -1 1
O -2.0617 0.9165 -0.5058
C -1.2519 0.3668 0.2471
N -1.4917 -0.8898 0.6663
C -0.3039 -1.8059 0.8486
O 0.7020 -1.6887 -0.0037
C -0.0737 1.1300 0.9163
C -0.1760 2.5902 0.8908
H -2.3557 -1.4324 0.5025
H -0.7651 -2.8356 0.9303
H 0.1668 -1.7095 1.8997
H 0.2737 0.6731 1.8261
H 0.6865 0.7864 0.2081
H 0.7405 3.0436 0.9694
H -0.9227 3.1845 1.6001
H -0.3787 3.0181 -0.1167
H 3.1395 -0.4267 1.2829
H 1.9783 -1.3987 0.8853
O 2.8164 -1.2747 1.4842
H -0.9918 0.9252 -2.5800
H 0.6338 1.2446 -2.3299
O -0.1018 1.0845 -3.0194
H 0.1508 -1.9707 -1.4803
H -0.2068 -1.3043 -2.7598
O -0.2068 -2.2265 -2.3621
*
```

Properties
F_max in eV/Å: 4.24
LUMO energy in Ha: 0.12358
Gap between HOMO and LUMO in Eh: 0.2948
Relative energy (zero: lowest compared OMol25 entry of this formula, charge and spin) in kJ/mol: 225.1

---

Record 6
Entry from OMol25: a cluster of 4 separate species, C4H14NO6 in total (wB97M-V/def2-TZVPD).

The geometry in ORCA input format:
```
! wB97M-V def2-TZVPD RIJCOSX def2/J DEFGRID3
* xyz -1 1
O 2.5803 -0.6096 1.7339
C 2.2878 0.1945 0.8319
N 1.0488 0.6278 0.6157
C -0.1157 0.1776 1.4109
C -0.5201 -1.2351 0.7626
O -1.4387 -1.2091 -0.2614
C -1.2367 1.1541 1.4315
O -2.0516 1.2012 0.2824
H 3.0289 0.6388 0.1307
H 0.8865 1.3283 -0.1133
H 0.2594 -0.1010 2.4214
H 0.4739 -1.6696 0.5523
H -1.0680 -1.8730 1.5079
H -2.0001 0.2487 -0.0500
H -0.8158 2.1150 1.7907
H -1.9127 0.8465 2.2602
H -0.6099 2.4349 -0.7424
H 0.0181 1.5867 -1.7451
O 0.1603 2.4878 -1.3482
H -0.7970 -0.5180 -1.4386
H -0.3346 -0.3211 -3.0295
O -0.1369 -0.1045 -2.1105
H 0.1424 -2.0705 -1.7809
H 1.3523 -2.5428 -1.1796
O 0.7993 -2.7874 -1.9326
*
```

Properties
F_max in eV/Å: 3.05
LUMO energy in Ha: 0.13076
Gap between HOMO and LUMO in Eh: 0.3067
Relative energy (zero: lowest compared OMol25 entry of this formula, charge and spin) in kJ/mol: 203.2

---

Record 7
Entry from OMol25: a cluster of 2 separate species, C4H14NOS in total (wB97M-V/def2-TZVPD).

The geometry in ORCA input format:
```
! wB97M-V def2-TZVPD RIJCOSX def2/J DEFGRID3
* xyz 0 2
C 0.9208 -0.6452 1.1631
C 0.9204 0.8700 1.4109
C 1.0305 1.8244 0.2224
S -0.5650 2.3563 -0.4763
C -1.0467 1.1099 -1.6818
N -0.4432 -1.2409 1.1609
H 1.3514 -0.8787 0.1959
H 1.4980 -1.1100 1.9612
H 1.6906 1.1300 2.1366
H 0.0204 1.1322 1.9573
H 1.6651 1.4187 -0.5666
H 1.4870 2.7515 0.5452
H -0.3388 0.3008 -1.8855
H -1.1813 1.6030 -2.6459
H -2.0117 0.7137 -1.3873
H -1.1390 -0.5858 1.4951
H -0.7464 -1.5033 0.1909
H -0.5206 -2.1533 1.7000
H -0.2721 -2.8660 -1.7469
H -1.5284 -2.1628 -2.1904
O -0.7909 -2.0646 -1.5588
*
```

Properties
F_max in eV/Å: 1.12
LUMO energy (spin up / spin down) in Ha: 0.02301 / 0.02060
Gap between HOMO and LUMO (spin up / spin down) in Eh: 0.1379 / 0.3425
Relative energy (zero: lowest compared OMol25 entry of this formula, charge and spin) in kJ/mol: 62.8

---

Record 8
Entry from OMol25: a cluster of 2 separate species, C4H14NOS in total (wB97M-V/def2-TZVPD).

The geometry in ORCA input format:
```
! wB97M-V def2-TZVPD RIJCOSX def2/J DEFGRID3
* xyz 0 2
C -1.7805 -0.3546 0.2119
C -1.1957 -0.1389 -1.2119
C 0.2759 0.2952 -1.1228
S 1.4667 -1.1011 -1.0255
C 2.9620 -0.2037 -1.5737
N -0.8865 -1.0577 1.2020
H -2.6024 -1.0548 0.0794
H -1.9513 0.6245 0.6452
H -1.3062 -1.0667 -1.7665
H -1.7681 0.6657 -1.6726
H 0.6072 0.9015 -1.9616
H 0.3915 0.8880 -0.2116
H 3.6293 -0.9781 -1.9487
H 2.6590 0.3601 -2.4482
H 3.4238 0.3893 -0.7967
H -0.0429 -0.4820 1.3825
H -0.5191 -1.9322 0.7772
H -1.2728 -1.1779 2.1717
H 0.0130 1.6154 3.2379
H -1.2837 2.2804 3.2153
O -0.8192 1.5277 2.8167
*
```

Properties
F_max in eV/Å: 1.85
LUMO energy (spin up / spin down) in Ha: 0.02563 / 0.02012
Gap between HOMO and LUMO (spin up / spin down) in Eh: 0.1384 / 0.3443
Relative energy (zero: lowest compared OMol25 entry of this formula, charge and spin) in kJ/mol: 71.7

---

Record 9
Entry from OMol25: a cluster of 2 separate species, C4H14NOS2 in total (wB97M-V/def2-TZVPD).

The geometry in ORCA input format:
```
! wB97M-V def2-TZVPD RIJCOSX def2/J DEFGRID3
* xyz 1 1
N -2.7772 0.1080 0.4380
C -1.6172 -0.1396 1.4000
C -0.7489 1.0619 1.6652
S 0.4278 1.3753 0.2630
S 1.2260 -0.0450 -0.6513
C 2.6560 -0.7156 0.3087
C 2.9976 -2.1409 -0.3873
H -2.9472 -0.6426 -0.2751
H -3.7839 0.2412 1.0593
H -2.6944 0.9981 -0.0259
H -0.8538 -0.9614 1.1298
H -2.0194 -0.5587 2.3939
H 0.0325 0.9277 2.3754
H -1.3158 1.9975 1.8685
H 3.6584 -0.2925 0.1241
H 2.4430 -0.8639 1.2565
H 3.7817 -2.6978 0.1006
H 3.3823 -2.0725 -1.4702
H 2.0033 -2.7178 -0.5270
H -2.5518 0.3813 -2.5828
H -3.5062 -0.7603 -2.7557
O -2.7968 -0.4268 -2.1805
*
```

Properties
F_max in eV/Å: 6.99
LUMO energy in Ha: -0.13376
Gap between HOMO and LUMO in Eh: 0.3100
Relative energy (zero: lowest compared OMol25 entry of this formula, charge and spin) in kJ/mol: 249.2

---

Record 10
Entry from OMol25: a cluster of 2 separate species, C4H14NOS2 in total (wB97M-V/def2-TZVPD).

The geometry in ORCA input format:
```
! wB97M-V def2-TZVPD RIJCOSX def2/J DEFGRID3
* xyz 2 2
N -0.2253 2.9811 0.9040
C -0.8529 2.7721 -0.4525
C -0.4768 1.4687 -1.1674
S -0.9563 0.0288 -0.0824
S 0.4403 -1.3523 -0.1360
C -0.1270 -2.8532 -1.0606
C 0.9343 -3.7329 -1.5819
H 0.3025 2.1318 1.1982
H 0.4283 3.7672 0.9505
H -0.9870 3.1769 1.5539
H -0.4990 3.5662 -1.1136
H -1.9241 2.6854 -0.2823
H 0.5919 1.4311 -1.3936
H -0.8890 1.3945 -2.1776
H -0.8396 -3.4333 -0.4345
H -0.8855 -2.4460 -1.7245
H 1.9170 -3.3689 -1.8694
H 0.4221 -4.2980 -2.3718
H 1.1398 -4.5798 -0.9050
H 1.7392 0.5069 3.0961
H 1.1231 1.7548 3.7484
O 1.5373 1.4204 2.9414
*
```

Properties
F_max in eV/Å: 2.82
LUMO energy (spin up / spin down) in Ha: -0.27053 / -0.42410
Gap between HOMO and LUMO (spin up / spin down) in Eh: 0.3955 / 0.2448
Relative energy (zero: lowest compared OMol25 entry of this formula, charge and spin) in kJ/mol: 15.1

---

Record 11
Entry from OMol25: a cluster of 2 separate species, C4H14NS in total (wB97M-V/def2-TZVPD).

The geometry in ORCA input format:
```
! wB97M-V def2-TZVPD RIJCOSX def2/J DEFGRID3
* xyz 1 1
C 1.9415 -0.9736 0.3556
C 1.9917 0.5284 0.1562
N 3.3327 1.0516 0.6215
H 0.9546 -1.3271 0.0691
H 2.6860 -1.4523 -0.2815
H 2.1375 -1.2445 1.3950
H 1.9038 0.7754 -0.9001
H 1.2354 1.0767 0.7131
H 3.4580 0.8102 1.6042
H 3.4460 2.0564 0.5182
H 4.0898 0.5851 0.1118
C -2.3746 0.7050 -1.4102
S -1.7075 -0.7364 -0.5500
C -1.9489 -0.1728 1.1716
H -1.7961 1.5996 -1.1803
H -3.4150 0.8754 -1.1444
H -2.3147 0.5097 -2.4784
H -1.7949 -0.9959 1.8625
H -1.2159 0.6116 1.3670
H -2.9434 0.2371 1.3190
*
```

Properties
F_max in eV/Å: 0.65
LUMO energy in Ha: -0.13926
Gap between HOMO and LUMO in Eh: 0.2803
Relative energy (zero: lowest compared OMol25 entry of this formula, charge and spin) in kJ/mol: 41.5

---

Question: Which value of F_max does entry 11 give?
Answer: 0.65 eV/Å

---

Question: F_max of number 2 (C4H14NO3)?
Answer: 5.55 eV/Å